C38H49Br2GeO4V as an isolated structure in a non-equilibrium geometry, computed with the ωB97M-V functional and the def2-TZVPD basis.

Structure (XYZ):
```
95
Properties=species:S:1:pos:R:3:forces:R:3
V -0.38210 0.00270 -0.60990 4.71 4.36 -0.93
C -0.28050 -0.95770 3.30790 0.08 -0.23 0.20
O -0.32890 -0.04040 2.22750 -0.02 0.31 -0.58
C 0.34130 1.16490 2.55500 0.17 0.33 -0.17
C 0.04350 2.21760 1.49240 -0.61 -0.07 1.23
O 0.55640 1.87260 0.21500 -0.39 -0.88 -0.38
C 1.83930 2.39300 -0.10800 1.20 -0.02 -0.66
C 2.89380 1.28560 -0.13450 -0.31 0.13 0.21
O 2.35760 0.22440 -0.90560 -0.31 0.29 0.16
C 3.32310 -0.76810 -1.21100 -0.03 -0.11 -0.05
H -0.71000 -0.50770 4.21150 0.02 -0.08 -0.14
H -0.86670 -1.83390 3.03260 0.03 0.08 0.02
H 0.75440 -1.25650 3.52270 -0.10 0.02 -0.03
H -0.01660 1.53700 3.52490 0.08 0.02 -0.13
H 1.42470 0.97670 2.62640 -0.14 0.07 0.08
H -1.04320 2.31670 1.38900 0.18 -0.02 -0.05
H 0.43500 3.18510 1.82110 0.02 -0.11 -0.17
H 1.76810 2.84810 -1.10480 -0.04 -0.09 0.29
H 2.14240 3.17170 0.59580 -0.19 -0.08 0.01
H 3.81970 1.66790 -0.58590 -0.15 0.00 0.07
H 3.12310 0.92410 0.88050 0.01 0.09 -0.12
H 4.17370 -0.32420 -1.74180 -0.11 -0.11 0.09
H 3.67920 -1.25460 -0.29240 0.03 0.04 -0.09
H 2.83700 -1.49770 -1.85710 0.06 0.02 0.01
C -7.81200 1.57290 0.08250 0.09 -0.20 -0.05
C -7.41690 0.09360 0.03240 -0.27 -0.03 0.01
C -8.14050 -0.56610 -1.15290 0.05 0.17 0.10
C -7.87690 -0.57500 1.33920 0.11 0.12 -0.15
C -5.91980 -0.09750 -0.15200 0.27 0.06 -0.08
C -5.05750 0.95760 -0.44010 -0.08 -0.03 -0.03
C -3.71400 0.70990 -0.59740 0.66 -0.47 -0.01
Br -2.50170 2.11470 -1.06000 -0.34 0.02 0.13
C -3.13480 -0.56730 -0.45070 -4.13 0.79 0.14
O -1.83040 -0.60950 -0.54560 -2.47 -2.57 0.46
C -4.01180 -1.65610 -0.20800 0.76 0.15 -0.04
C -5.36400 -1.37640 -0.08010 0.03 0.17 -0.02
C -3.47080 -3.07930 -0.08200 0.06 -0.16 -0.06
C -2.56530 -3.15280 1.15610 0.01 0.04 -0.18
C -2.65680 -3.42780 -1.33580 -0.02 0.09 0.16
C -4.57790 -4.12880 0.06320 0.18 0.24 0.00
H -8.88060 1.65730 0.26750 -0.06 -0.02 0.01
H -7.61050 2.07120 -0.86480 0.04 0.09 -0.03
H -7.29490 2.09460 0.88580 0.05 0.10 0.05
H -9.21420 -0.44330 -1.03370 -0.12 0.00 -0.01
H -7.93020 -1.62980 -1.21700 0.05 -0.15 -0.02
H -7.84690 -0.09410 -2.08800 0.02 0.00 -0.13
H -8.94320 -0.41410 1.47270 -0.12 0.03 0.00
H -7.36130 -0.14610 2.19490 0.06 0.03 0.14
H -7.71130 -1.64860 1.33410 0.05 -0.13 0.01
H -5.42010 1.96390 -0.56080 -0.07 0.12 0.02
H -6.03770 -2.19950 0.07950 -0.04 -0.13 0.08
H -1.75670 -2.41990 1.07240 -0.02 0.02 0.10
H -2.13580 -4.15510 1.23260 0.03 -0.16 0.04
H -3.12970 -2.95730 2.06680 0.04 0.03 0.10
H -1.70560 -2.89320 -1.34440 -0.08 -0.06 -0.12
H -3.22530 -3.18270 -2.23100 0.02 0.03 -0.12
H -2.44780 -4.49490 -1.35960 0.11 -0.13 0.01
H -5.17270 -3.96060 0.95670 -0.13 -0.04 0.08
H -4.12470 -5.11590 0.14040 0.02 -0.04 0.03
H -5.22590 -4.13170 -0.81000 -0.13 -0.02 -0.05
Ge 0.82500 -3.58100 0.72040 0.86 -1.54 -0.69
C 2.02750 -4.45950 2.12860 -0.72 0.69 -0.47
C 1.51690 -5.26730 3.13650 -0.35 -0.05 -0.10
C 2.37130 -5.75970 4.10960 -0.10 -0.04 0.03
C 3.71240 -5.41100 4.10660 0.00 0.05 0.00
C 4.21540 -4.58840 3.11230 0.00 0.07 -0.09
C 3.37060 -4.09570 2.13250 0.01 0.24 -0.44
C 0.69610 -4.62400 -1.01860 -0.07 0.87 1.00
C 0.42290 -5.98970 -1.00380 0.06 -0.12 0.37
C 0.23230 -6.65500 -2.20450 -0.06 -0.15 0.15
C 0.32080 -5.97420 -3.40880 -0.04 0.05 0.04
C 0.60660 -4.61760 -3.42150 0.08 0.12 0.06
C 0.76980 -3.93700 -2.22600 0.05 0.36 -0.02
H 0.32240 -1.30060 -0.44500 1.23 -2.15 0.38
H 0.46520 -5.52880 3.15820 0.01 -0.02 0.09
H 1.97780 -6.40060 4.88240 -0.03 -0.08 0.09
H 4.36510 -5.75590 4.89260 0.05 -0.12 0.06
H 5.25860 -4.31230 3.10280 0.09 0.00 0.01
H 3.76640 -3.44370 1.35920 0.07 -0.02 0.06
H 0.36140 -6.53500 -0.06770 0.01 -0.03 -0.06
H 0.00660 -7.71160 -2.19390 0.01 -0.05 0.00
H 0.15250 -6.49810 -4.33750 0.04 -0.06 -0.07
H 0.69520 -4.08560 -4.35660 -0.02 0.06 -0.08
H 0.95790 -2.86800 -2.23530 -0.09 -0.02 -0.08
Br 0.09780 0.33010 -7.29990 -0.04 -0.01 0.46
C -0.05430 0.19640 -5.40730 0.05 0.03 -0.27
C 0.59740 1.11070 -4.59200 -0.01 -0.01 -0.26
C 0.48480 0.99040 -3.21780 0.07 0.16 0.14
C -0.25280 -0.03360 -2.63180 0.04 0.05 0.37
C -0.91030 -0.92600 -3.47240 -0.03 -0.15 0.16
C -0.81850 -0.81730 -4.84960 0.10 0.05 -0.11
H 1.18020 1.90850 -5.03020 0.01 0.02 -0.01
H 0.98920 1.72950 -2.60680 0.01 -0.02 -0.06
H -1.50780 -1.72760 -3.06100 -0.06 0.00 -0.02
H -1.33840 -1.51360 -5.48650 -0.07 -0.10 -0.10
```
Positions in Å, forces in eV/Å.

LUMO (alpha / beta)	-0.2657 / -0.3011	hartree
HOMO level (alpha / beta)	-13.0 / -13.2	eV
total charge	+2
DFT total energy	-9946.59252	hartree
Kohn-Sham gap (alpha / beta)	0.2132 / 0.1830	Ha
relative energy (zero: lowest compared OMol25 entry of this formula, charge and spin)	99.2	kcal/mol
spin multiplicity	3

Atomic partial charges in e from the Mulliken method, atoms 1 to 5: number 1, V, carries -0.5919; number 2, C, carries -0.7685; number 3, O, carries -0.1831; number 4, C, carries -0.6439; number 5, C, carries -0.7781